(1)
ORCA calculation (the ωB97M-V functional and the def2-TZVPD basis) on 2 unconnected molecules or ions with the total composition C4H8O at a distorted geometry.

Summary:
DFT total energy	-6321.6188	eV
E_HOMO	-8.6	eV
SMILES string	C=CO.C=C
orbital gap	9.5011	eV

Structure (ORCA input):
```
! RIJCOSX wB97M-V def2-TZVPD def2/J DEFGRID3
* xyz 0 1
O 1.588 -1.165 0.583
C 1.431 0.161 0.569
C 1.047 0.947 -0.454
C -1.816 0.457 0.119
C -1.528 -0.807 -0.170
H 1.456 -1.450 -0.335
H 2.037 1.443 -0.339
H 1.672 0.626 1.523
H 0.739 0.457 -1.384
H -1.646 0.872 1.110
H -2.213 1.144 -0.624
H -1.093 -1.473 0.571
H -1.674 -1.211 -1.169
*
```

(2)
ORCA calculation (the ωB97M-V functional and the def2-TZVPD basis) on C5H4O2 in the gas phase at a distorted geometry.

Summary:
DFT total energy	-9340.6005	eV
E_HOMO	-9.1	eV
SMILES string	C=C1OC=CC1=O
orbital gap	8.5506	eV

Structure (ORCA input):
```
! RIJCOSX wB97M-V def2-TZVPD def2/J DEFGRID3
* xyz 0 1
C 2.091 0.034 -0.028
C 0.725 0.155 -0.421
C -1.245 -1.067 -0.161
C -1.589 0.267 0.034
C -0.455 1.079 -0.226
H 2.565 0.917 0.366
H 2.455 -1.084 0.441
H -1.761 -2.027 -0.174
H -2.648 0.691 0.513
O 0.121 -1.160 -0.187
O -0.258 2.195 -0.157
*
```

(3)
ORCA calculation (the ωB97M-V functional and the def2-TZVPD basis) on a molecular structure, C28H50BN3O2PReS2.

Summary:
DFT total energy	-72152.9276	eV
E_HOMO (alpha / beta)	-16.3 / -16.3	eV
<S²>	0.769
orbital gap (alpha / beta)	5.4206 / 5.3814	eV

Structure (ORCA input):
```
! RIJCOSX wB97M-V def2-TZVPD def2/J DEFGRID3
* xyz 3 2
Re 0.362 0.134 0.203
N 4.019 -0.351 1.082
C 3.840 0.489 0.084
S 2.274 1.300 -0.242
N 4.800 0.859 -0.728
C 6.209 0.555 -0.673
C 6.866 0.509 -1.896
C 8.224 0.238 -1.921
C 8.912 0.023 -0.734
C 8.248 0.102 0.482
C 6.887 0.373 0.526
H 3.289 -0.545 1.744
H 4.891 -0.860 1.167
H 4.518 1.383 -1.547
H 6.326 0.671 -2.821
H 8.743 0.199 -2.868
H 9.971 -0.190 -0.756
H 8.792 -0.029 1.407
H 6.415 0.515 1.489
C -1.082 4.240 1.197
S 0.004 2.993 1.850
C -0.726 2.675 3.439
O -0.444 1.723 1.005
H -2.085 3.826 1.107
H -0.685 4.569 0.239
H -1.065 5.070 1.907
H -0.461 3.522 4.076
H -0.268 1.770 3.835
H -1.806 2.576 3.345
B 2.630 -3.824 0.531
C 1.907 -2.530 0.372
N 1.318 -1.503 0.274
H 2.659 -3.896 1.748
H 3.697 -3.759 -0.013
H 1.856 -4.660 0.124
O -1.297 -0.476 -0.347
P -2.394 -0.938 -1.498
C -1.684 -0.312 -3.039
C -1.350 1.207 -2.921
C -2.306 2.068 -3.746
C -2.174 1.741 -5.235
C -2.000 0.231 -5.466
C -2.538 -0.597 -4.299
C -3.896 -0.023 -1.060
C -5.191 -0.636 -1.656
C -5.812 -1.754 -0.819
C -5.949 -1.367 0.648
C -4.616 -0.916 1.235
C -4.054 0.264 0.447
C -2.499 -2.734 -1.339
C -1.141 -3.376 -0.981
C -1.210 -4.877 -1.252
C -1.350 -5.162 -2.755
C -2.070 -4.019 -3.481
C -3.143 -3.414 -2.581
H -0.747 -0.879 -3.129
H -0.334 1.355 -3.294
H -1.350 1.547 -1.879
H -2.094 3.123 -3.569
H -3.336 1.906 -3.416
H -1.321 2.277 -5.652
H -3.054 2.107 -5.764
H -0.947 -0.022 -5.616
H -2.514 -0.075 -6.376
H -2.492 -1.654 -4.550
H -3.588 -0.350 -4.127
H -3.719 0.934 -1.563
H -5.036 -0.970 -2.683
H -5.900 0.194 -1.720
H -5.235 -2.679 -0.912
H -6.794 -1.978 -1.238
H -6.355 -2.200 1.222
H -6.669 -0.548 0.739
H -3.901 -1.747 1.239
H -4.743 -0.623 2.278
H -3.108 0.606 0.874
H -4.752 1.103 0.521
H -3.169 -2.856 -0.483
H -0.914 -3.181 0.068
H -0.333 -2.943 -1.583
H -2.056 -5.293 -0.697
H -0.320 -5.362 -0.852
H -1.902 -6.091 -2.897
H -0.367 -5.317 -3.202
H -2.525 -4.381 -4.403
H -1.348 -3.251 -3.778
H -3.784 -4.215 -2.208
H -3.807 -2.740 -3.124
*
```

(4)
ORCA calculation (the ωB97M-V functional and the def2-TZVPD basis) on C3H7NO2S in the gas phase at a distorted geometry.

Summary:
DFT total energy	-19641.9973	eV
E_HOMO	-9.4	eV
SMILES string	CONC(=O)SC
orbital gap	10.1273	eV

Structure (ORCA input):
```
! RIJCOSX wB97M-V def2-TZVPD def2/J DEFGRID3
* xyz 0 1
C 2.893 0.137 0.266
C -0.317 -0.139 -0.176
C -3.124 0.361 -0.022
H 2.487 1.122 0.516
H 3.761 0.354 -0.195
H 3.181 -0.442 1.167
H 0.743 -1.923 -0.506
H -3.031 0.961 -0.950
H -2.963 0.957 0.902
H -4.323 0.130 -0.058
N 0.755 -1.060 -0.024
O 1.985 -0.534 -0.574
O -0.149 0.985 -0.330
S -1.899 -0.910 -0.017
*
```

(5)
ORCA calculation (the ωB97M-V functional and the def2-TZVPD basis) on 2 unconnected molecules or ions with the total composition C3H9NO at a distorted geometry.

Summary:
DFT total energy	-6782.9243	eV
E_HOMO (alpha / beta)	-12.6 / -12.6	eV
<S²>	0.753
orbital gap (alpha / beta)	5.9553 / 2.5784	eV

Structure (ORCA input):
```
! RIJCOSX wB97M-V def2-TZVPD def2/J DEFGRID3
* xyz 1 2
C 1.701 -0.957 1.404
C 3.015 -0.512 1.575
H 1.352 -1.981 1.471
H 0.975 -0.257 0.989
H 3.822 -1.235 1.644
H 3.226 0.526 1.818
N -1.903 1.431 -1.481
C -1.126 0.670 -0.511
O -1.266 -0.731 -0.674
H -2.652 0.823 -1.813
H -1.339 1.605 -2.311
H -1.409 1.064 0.466
H -0.060 0.866 -0.662
H -1.832 -1.086 0.019
*
```

(6)
ORCA calculation (the ωB97M-V functional and the def2-TZVPD basis) on a molecular structure, C17H20F6N2OTi at a distorted geometry.

Summary:
DFT total energy	-62386.0218	eV
E_HOMO	-16.8	eV
orbital gap	7.5544	eV

Structure (ORCA input):
```
! RIJCOSX wB97M-V def2-TZVPD def2/J DEFGRID3
* xyz 2 1
C 3.939 -0.407 -0.980
C 4.053 0.379 0.302
H 3.924 -1.506 -0.811
H 4.665 -0.101 -1.753
H 2.935 -0.184 -1.427
H 3.072 0.868 0.406
H 4.258 -0.157 1.229
H 4.829 1.145 0.259
C -0.772 -0.877 -2.631
C -1.723 -0.980 -3.631
C -2.910 -0.248 -3.517
C -3.086 0.581 -2.405
H 0.193 -1.393 -2.669
H -1.540 -1.638 -4.484
H -3.700 -0.354 -4.258
H -4.026 1.116 -2.261
N -0.994 -0.155 -1.496
C -2.119 0.667 -1.398
C -2.201 1.511 -0.209
N -1.170 1.395 0.716
C -1.008 2.361 1.671
C -3.131 3.354 1.132
C -1.980 3.328 1.915
H -0.071 2.332 2.203
H -1.843 4.065 2.713
C -3.213 2.447 0.069
H -4.114 2.428 -0.540
H -3.955 4.054 1.349
Ti 0.226 0.557 -0.179
C 1.078 2.156 -1.136
H 0.523 3.054 -0.758
H 0.794 2.066 -2.212
H 2.148 2.415 -1.111
C -0.770 -2.829 1.217
C 0.486 -2.075 1.564
O 0.770 -0.872 0.841
C 0.452 -1.694 3.082
F 0.244 -2.769 3.902
F 1.598 -1.083 3.468
F -0.591 -0.824 3.292
C 1.712 -3.043 1.360
F 1.576 -4.231 2.037
F 1.796 -3.343 0.022
F 2.888 -2.471 1.741
H -1.655 -2.208 1.364
H -0.841 -3.725 1.847
H -0.746 -3.112 0.165
*
```

(7)
ORCA calculation (the ωB97M-V functional and the def2-TZVPD basis) on 2 unconnected molecules or ions with the total composition C7H7ClN4O2 at a distorted geometry.

Summary:
DFT total energy	-29943.9198	eV
E_HOMO	-9.1	eV
SMILES string	[O-]/[N+](O)=N\Cl.N=C=Nc1ccccc1
orbital gap	9.5644	eV

Structure (ORCA input):
```
! RIJCOSX wB97M-V def2-TZVPD def2/J DEFGRID3
* xyz 0 1
C 1.707 -2.771 1.454
C 0.547 -3.102 0.832
C 2.037 -1.439 1.544
C -0.257 -2.176 0.203
C 1.323 -0.482 0.836
C 0.100 -0.834 0.255
C -1.529 0.510 -1.122
N -0.581 0.113 -0.495
N -2.282 0.977 -1.986
N -1.575 2.664 -0.277
N -1.952 3.749 -0.793
O -2.457 3.524 -2.001
O -1.763 4.873 -0.424
Cl -0.739 2.842 1.147
H 2.289 -3.492 2.043
H 0.284 -4.143 0.670
H 2.943 -1.192 2.125
H -1.255 -2.364 -0.090
H 1.725 0.600 0.789
H -3.351 0.870 -1.960
H -2.300 2.516 -2.051
*
```

(8)
ORCA calculation (the ωB97M-V functional and the def2-TZVPD basis) on a molecular structure, C21H15BrMoN3O4Se at a distorted geometry.

Summary:
DFT total energy	-171914.6898	eV
E_HOMO (alpha / beta)	-12.1 / -12.1	eV
<S²>	2.018
orbital gap (alpha / beta)	6.6569 / 7.0686	eV

Structure (ORCA input):
```
! RIJCOSX wB97M-V def2-TZVPD def2/J DEFGRID3
* xyz 1 3
Mo 0.703 0.917 -2.231
Br 2.772 -0.625 -2.959
C 1.792 -2.326 -2.795
C 2.431 -3.532 -2.831
C 1.654 -4.699 -2.751
C 0.289 -4.621 -2.695
C -0.377 -3.376 -2.716
C -1.783 -3.267 -2.793
C -2.385 -2.039 -2.867
C -1.616 -0.869 -2.787
C -0.239 -0.902 -2.671
C 0.395 -2.179 -2.711
H 3.502 -3.598 -2.928
H 2.150 -5.656 -2.756
H -0.305 -5.520 -2.646
H -2.369 -4.173 -2.830
H -3.454 -1.959 -2.981
H -2.121 0.093 -2.822
C 2.307 0.769 1.747
C 2.242 0.764 0.365
N 1.112 0.471 -0.315
C 0.029 0.117 0.418
C -0.004 0.140 1.801
C 1.173 0.480 2.486
C -1.240 -0.195 2.506
C -1.743 0.494 3.531
C -1.225 1.752 4.074
C -0.756 2.800 3.276
C -0.342 3.943 3.946
N -0.393 4.041 5.262
C -0.868 3.013 5.938
N -1.279 1.886 5.397
H 3.238 1.007 2.234
H 3.121 0.989 -0.235
H -0.866 -0.154 -0.144
H 1.188 0.493 3.564
H -1.754 -1.077 2.150
H -2.626 0.133 4.038
H -0.751 2.738 2.199
H 0.035 4.810 3.417
H -0.930 3.101 7.013
O -0.595 2.355 -1.690
Se -0.201 3.331 -3.030
O 0.643 4.536 -2.569
O 0.861 2.071 -3.649
O -1.415 3.525 -3.958
*
```